137
Properties=species:S:1:pos:R:3:forces:R:3 method="wB97M-V/def2-TZVPD" total_charge=0 multiplicity=1 lumo_ev=0.292 homo_lumo_gap_ev=7.78
Br 2.19773 -5.85664 3.29087 0.03 0.00 -0.06
Br -2.91085 -9.19958 -1.48533 0.04 -0.04 0.00
Br 2.00342 -6.88507 -1.08552 -0.03 0.03 0.02
Br -6.52737 -9.78077 -1.72330 0.03 -0.02 -0.01
Br 1.89770 10.17093 1.74812 -0.04 -0.01 0.01
Br -2.44062 10.03729 -1.35899 0.01 -0.01 0.03
Br -4.11234 11.00214 1.87291 -0.01 0.16 0.00
Br 5.78153 10.89204 3.44332 -0.01 -0.04 -0.01
Br -3.89326 12.47068 -3.71350 0.02 -0.03 0.00
Br 0.04971 7.19583 0.65590 -0.01 0.02 -0.03
Br -3.22184 0.49884 1.32076 -0.02 -0.06 0.00
Br -5.19934 6.77252 1.00140 -0.03 0.07 0.03
Br 1.93474 -0.81979 4.41766 -0.12 0.04 0.05
Br 3.72657 -4.55148 -9.29882 -0.01 0.00 0.04
Br 5.74203 -5.29337 8.68684 -0.02 0.03 -0.02
Br 0.68197 0.17967 1.09379 0.02 0.19 0.08
Br -2.02816 3.01096 -1.06003 -0.02 -0.02 0.00
Br -3.59785 5.54502 4.07936 -0.02 -0.03 -0.08
Br 4.75089 -3.18694 3.43862 0.06 -0.07 -0.11
Br 2.44263 -2.49837 -6.53160 0.03 0.09 0.02
Br 1.57477 -5.51182 -4.41027 -0.07 0.00 -0.14
Br 4.77078 8.63385 6.16950 0.03 0.02 -0.01
Br 2.34814 -5.51865 7.35295 -0.14 -0.15 0.14
Br -7.47038 10.33483 0.56968 0.01 -0.02 0.01
P -1.59693 -2.64882 -2.77476 0.28 -0.51 0.09
O 5.04284 -4.02788 -1.39206 -0.18 -0.02 0.24
O -4.11919 -3.68791 -2.92922 -0.12 0.12 -0.01
C 1.09044 8.45412 -0.39854 -0.07 -0.05 0.00
C 2.32397 8.91215 0.33054 0.05 0.06 0.05
C 1.27285 -1.92234 2.95911 0.09 -0.06 0.09
C 1.89493 -7.35873 -3.90112 -0.03 0.06 0.00
C -5.83095 11.62499 2.53328 0.07 -0.07 0.03
C -4.17210 -9.67553 -0.08746 0.06 0.03 -0.01
C 4.03084 -3.55782 -2.26937 -0.17 0.01 0.06
C -3.66423 7.48821 1.96259 0.01 -0.03 -0.12
C -2.24861 -0.95026 -2.88688 -0.20 0.21 -0.20
C -0.06984 -2.15602 -1.74195 -0.31 -0.10 0.09
C 1.03130 -1.49611 -2.54506 -0.05 0.28 -0.14
C -3.51455 3.11139 0.19187 0.10 0.06 -0.03
C 1.98463 -4.58567 -8.43733 0.05 -0.03 -0.06
C 4.66679 10.57125 6.06984 -0.01 -0.07 0.03
C 2.89796 -2.90888 -1.45892 0.30 -0.06 0.09
C 4.29000 -4.54893 4.74660 0.13 0.17 -0.09
C -5.21639 -10.64295 -0.57680 -0.08 0.03 -0.04
C 1.50127 -3.20687 -8.07420 -0.02 -0.01 0.09
C -4.30631 10.49770 -1.66807 0.02 -0.09 0.01
C -3.19127 2.43104 1.49501 -0.03 -0.04 0.02
C 4.30114 11.04899 4.69001 0.03 0.03 -0.06
C 1.16419 -7.70765 -2.63180 0.04 0.00 0.10
C 7.12465 -5.14658 -1.11489 0.24 0.09 -0.12
C 3.96584 -5.86906 4.10569 -0.07 -0.05 0.00
C 2.97578 -5.88575 9.15456 -0.05 0.03 -0.06
C -4.89346 -4.83428 -3.24095 0.10 -0.07 0.01
C -4.20989 -6.11963 -2.78065 -0.11 0.08 -0.04
C -3.02030 -3.45952 -3.78279 0.06 -0.08 -0.14
C 4.05167 -4.91902 9.57170 0.09 -0.02 0.00
C 6.29240 -4.24169 -2.00841 -0.02 -0.17 -0.03
C -6.88635 10.55716 2.41062 -0.08 0.02 -0.06
C -2.79624 6.39892 2.52376 -0.01 -0.11 0.10
C 1.69498 -1.39028 1.61916 -0.06 -0.02 -0.13
C 2.44492 -1.52085 -1.94533 0.13 -0.04 -0.17
C -4.59188 10.75559 -3.12178 0.01 0.07 -0.03
H 1.54692 -7.97118 -4.72965 -0.04 0.01 0.01
H 0.25721 -3.11235 -1.31338 -0.07 0.11 -0.03
H 1.70827 -2.90768 3.11277 0.00 0.02 0.00
H -3.32269 -2.83972 -4.64244 0.03 -0.05 -0.03
H -6.53392 9.58528 2.74252 0.00 -0.01 0.01
H -4.88138 9.64607 -1.31042 0.01 -0.01 0.00
H 6.79994 -3.27810 -2.15944 -0.06 -0.03 -0.04
H 3.13065 -1.18943 -2.73610 -0.03 0.08 0.17
H 0.45171 -3.24397 -7.79096 -0.01 -0.01 0.01
H 8.18591 -5.04560 -1.36630 -0.11 -0.05 0.01
H 4.24594 -5.00335 10.63812 0.01 -0.02 0.00
H 3.59974 -4.40308 -2.82230 0.37 0.08 -0.13
H 1.63931 -2.49378 -8.88011 -0.01 -0.01 -0.03
H 3.45676 -4.15504 5.31410 0.03 0.07 0.00
H 2.52351 -0.77334 -1.14740 -0.09 -0.18 -0.04
H 2.98809 9.44196 -0.34796 -0.01 0.01 -0.01
H -2.61615 5.61196 1.79734 0.08 0.01 -0.01
H -3.73047 -5.93980 -1.81470 -0.07 -0.07 -0.05
H 5.63173 10.95021 6.38987 0.00 0.03 0.02
H -4.61076 -8.74581 0.26041 -0.01 0.00 0.03
H -4.78210 -11.45067 -1.15650 0.01 -0.03 0.02
H 7.00162 -4.86090 -0.06670 -0.04 -0.03 -0.12
H 5.15691 -4.64269 5.39658 -0.01 -0.03 0.02
H -3.93489 2.68323 2.24761 -0.02 0.01 -0.01
H 0.42806 9.28036 -0.63631 0.01 0.02 -0.03
H -5.85071 -4.70119 -2.73003 0.10 -0.01 0.00
H 3.32355 -6.91340 9.15731 0.01 -0.01 0.04
H 6.14849 -4.70570 -2.99578 0.08 0.06 0.06
H -4.94071 -6.92583 -2.66155 0.12 0.05 -0.07
H 4.67227 -6.13058 3.32467 -0.01 -0.01 -0.02
H -3.44514 -6.45297 -3.48965 -0.08 0.02 0.13
H 1.30783 -5.04672 -9.15270 -0.01 0.01 -0.01
H -5.77535 -11.05065 0.26197 0.00 0.02 0.02
H -4.51468 11.35895 -1.04347 -0.03 0.01 0.00
H -5.67252 11.89339 3.57497 -0.02 -0.04 0.02
H -6.08378 12.51181 1.96165 0.00 0.03 0.01
H -0.40775 -1.51970 -0.91415 0.06 -0.09 -0.01
H 3.24030 -2.86564 -0.41680 -0.01 -0.03 -0.21
H -4.05872 8.14045 2.73224 0.03 0.02 0.03
H -2.20197 2.69190 1.85938 0.01 0.03 0.02
H 4.47292 -2.84952 -2.98386 -0.09 0.00 0.02
H -3.58305 -10.12398 0.70884 0.00 -0.02 -0.01
H -1.45399 -0.23592 -3.09865 0.03 -0.08 0.04
H -5.08855 -4.86825 -4.32022 -0.08 0.01 0.03
H -3.70183 4.17167 0.34996 -0.02 -0.02 -0.01
H 1.07230 -1.95476 -3.54790 0.00 -0.03 0.12
H -3.04129 -0.85188 -3.62810 0.07 -0.02 0.07
H 3.90107 10.86541 6.78367 -0.02 0.00 -0.01
H 2.10720 -5.79122 9.80178 0.00 0.04 0.00
H 3.79518 -3.89413 9.32477 -0.02 0.02 0.03
H -4.36947 2.66165 -0.30211 -0.03 0.01 0.00
H 6.85198 -6.19618 -1.24216 -0.09 0.09 0.12
H 2.96982 -7.46385 -3.79251 0.01 -0.04 0.00
H -2.61636 -4.40313 -4.18413 -0.02 0.04 0.13
H 1.18811 -8.78124 -2.46018 0.02 -0.01 0.01
H 2.85638 8.08952 0.79635 0.02 -0.02 -0.02
H -2.65808 -0.70385 -1.90937 -0.01 0.05 0.14
H 4.04299 12.10521 4.71293 0.01 0.01 0.02
H -7.77595 10.83552 2.97038 0.00 0.02 0.00
H 3.48163 10.47997 4.26322 -0.03 0.01 0.01
H 0.13581 -7.36082 -2.64727 -0.04 -0.03 -0.01
H -1.84737 6.80500 2.86398 -0.02 0.05 0.02
H 0.75773 -0.44501 -2.70777 0.09 -0.11 -0.08
H 1.35998 7.92501 -1.30923 0.02 -0.01 0.01
H 0.19406 -1.97014 3.06756 -0.02 0.00 -0.02
H -0.70397 -3.17581 -3.76568 0.04 0.23 -0.21
H 2.08372 -5.21869 -7.56109 -0.03 -0.01 0.01
H 1.50738 -2.13122 0.84267 -0.03 0.02 0.05
H -3.11168 8.07631 1.23235 0.04 -0.02 0.00
H 2.74263 -1.10627 1.60635 0.03 -0.04 -0.01
H -5.66583 10.79789 -3.28674 -0.01 0.01 0.02
H -4.15084 10.00310 -3.76694 -0.02 -0.03 -0.01
H 3.93147 -6.65474 4.85621 0.01 0.02 0.03
H -2.03001 -3.49132 -1.70510 -0.10 0.11 0.13
H 2.04931 -3.59553 -1.47917 0.12 0.01 0.11